Here is a molecular structure, C34H37N3O10P2TaTe from the OMol25 dataset. Energies are from the ωB97M-V functional and the def2-TZVPD basis.

Each line ends with the Löwdin charge.
Element x y z (Å)
Ta -0.251 1.797 1.329  1.829
O -1.899 1.392 0.337  -0.263
C -3.044 1.978 0.008  -0.311
C -3.707 1.572 -1.153  0.000
C -4.912 2.146 -1.498  -0.066
C -5.491 3.134 -0.695  -0.085
C -4.840 3.535 0.449  -0.033
C -3.610 2.970 0.816  -0.146
C -2.954 3.428 2.011  -0.028
N -1.788 3.052 2.401  -0.089
N -1.334 3.664 3.558  0.091
C -0.195 3.153 3.901  -0.422
O 0.319 2.132 3.263  -0.211
C 0.536 3.717 5.050  -0.141
C 1.744 3.150 5.439  -0.016
C 2.443 3.676 6.515  -0.077
C 1.938 4.769 7.203  -0.085
C 0.733 5.341 6.812  -0.077
C 0.033 4.820 5.739  -0.023
H -3.243 0.805 -1.760  0.108
H -5.416 1.825 -2.401  0.107
H -6.437 3.577 -0.972  0.102
H -5.269 4.301 1.084  0.116
H -3.461 4.164 2.632  0.138
H 2.132 2.305 4.886  0.108
H 3.385 3.235 6.815  0.102
H 2.487 5.180 8.041  0.101
H 0.343 6.199 7.344  0.102
H -0.901 5.256 5.416  0.108
O 2.762 1.827 0.728  -0.128
P 2.137 2.002 -0.751  0.254
O 2.967 1.403 -1.793  -0.215
O 0.686 1.515 -0.532  -0.467
O 1.988 3.596 -0.931  -0.223
P 0.858 4.422 -0.094  0.252
O -0.547 4.015 -0.789  -0.137
O 1.111 5.856 -0.148  -0.235
O 0.762 3.645 1.230  -0.383
H 3.570 1.301 0.722  0.096
H -0.840 4.700 -1.402  0.095
C 1.719 -0.946 3.204  0.009
C 1.076 -0.810 1.848  -0.673
O 1.506 -1.506 0.904  -0.131
N 0.039 0.022 1.722  -0.168
Te -0.373 -1.443 -0.986  1.862
C -0.932 -3.481 -1.179  -0.376
C -0.983 -4.263 -0.023  -0.298
C -0.748 -3.703 1.358  -0.062
C -1.271 -5.619 -0.151  -0.011
C -1.535 -6.196 -1.381  -0.257
C -1.872 -7.658 -1.493  -0.045
C -1.531 -5.381 -2.509  -0.011
C -1.236 -4.027 -2.438  -0.292
C -1.289 -3.213 -3.703  -0.051
C 1.113 -1.366 -2.467  -0.384
C 2.210 -2.232 -2.461  -0.272
C 2.347 -3.380 -1.497  -0.041
C 3.198 -2.023 -3.416  -0.002
C 3.115 -1.004 -4.353  -0.251
C 4.230 -0.750 -5.327  -0.040
C 1.987 -0.196 -4.359  -0.016
C 0.975 -0.351 -3.427  -0.325
C -0.227 0.558 -3.495  -0.074
H 1.229 -1.774 3.721  0.089
H 1.569 -0.035 3.780  0.061
H 2.775 -1.186 3.100  0.086
H -0.981 -2.640 1.417  0.037
H 0.294 -3.830 1.659  0.091
H -1.376 -4.222 2.082  0.087
H -1.302 -6.231 0.744  0.122
H -1.510 -8.211 -0.627  0.077
H -1.435 -8.094 -2.391  0.080
H -2.953 -7.797 -1.551  0.086
H -1.768 -5.813 -3.475  0.120
H -1.676 -3.813 -4.525  0.082
H -0.304 -2.845 -3.986  0.074
H -1.947 -2.350 -3.581  0.072
H 2.182 -3.055 -0.471  0.051
H 3.346 -3.808 -1.562  0.083
H 1.626 -4.167 -1.728  0.081
H 4.065 -2.674 -3.415  0.117
H 4.965 -1.554 -5.311  0.075
H 4.738 0.182 -5.069  0.090
H 3.848 -0.648 -6.343  0.081
H 1.907 0.600 -5.090  0.126
H -0.146 1.225 -4.352  0.086
H -0.314 1.172 -2.598  0.052
H -1.147 -0.021 -3.610  0.057

The spin multiplicity is 2. The value obtained for the calculated total energy is -3242.6888 Ha. Its HOMO energy (spin up / spin down) is -8.1216 / -8.3772 eV. Its energy above the lowest of the compared OMol25 structures with the same formula, charge and spin is 3.3 kcal/mol. The value obtained for the max |F| is 0.71 eV Å⁻¹. The expectation value of S² is 0.756. Its molecular weight is 1018.177 g mol⁻¹.